# 1
A molecular structure, C28H36IN5O2PbS3. Source: OMol25; level of theory: wB97M-V/def2-TZVPD.

CARTESIAN COORDINATES (ANGSTROEM)
Pb1 -0.407 1.237 -0.579
O1 -1.401 -0.776 0.689
S1 -2.037 -1.373 1.934
C1 -2.739 -2.968 1.460
C2 -3.973 -2.913 0.551
C3 -3.685 -2.606 -0.932
C4 -3.804 -1.122 -1.259
S2 -3.060 -0.507 -2.825
O2 -2.148 0.618 -2.359
C5 -2.023 -1.877 -3.284
C6 -2.554 -2.776 -4.199
C7 -1.803 -3.879 -4.580
C8 -0.532 -4.066 -4.054
C9 -0.006 -3.151 -3.149
C10 -0.750 -2.048 -2.759
C11 -0.692 -1.981 2.937
C12 0.553 -2.164 2.353
C13 1.596 -2.632 3.140
C14 1.385 -2.907 4.487
C15 0.134 -2.709 5.058
C16 -0.916 -2.234 4.284
H1 -2.997 -3.408 2.427
H2 -1.928 -3.550 1.016
H3 -4.716 -2.224 0.962
H4 -4.418 -3.907 0.609
H5 -4.375 -3.172 -1.557
H6 -2.682 -2.964 -1.166
H7 -3.280 -0.516 -0.525
H8 -4.848 -0.809 -1.306
H9 -3.543 -2.613 -4.615
H10 -2.204 -4.583 -5.298
H11 0.056 -4.923 -4.358
H12 0.987 -3.306 -2.744
H13 -0.349 -1.329 -2.056
H14 0.693 -1.939 1.303
H15 2.574 -2.790 2.704
H16 2.199 -3.279 5.095
H17 -0.025 -2.920 6.108
H18 -1.893 -2.067 4.725
C17 2.705 -0.308 -3.190
S3 2.609 0.806 -1.764
C18 3.677 -0.050 -0.584
H19 3.627 -0.131 -3.738
H20 1.850 -0.113 -3.837
H21 2.667 -1.342 -2.851
H22 3.365 -1.090 -0.494
H23 3.578 0.454 0.377
H24 4.712 0.003 -0.913
I1 -0.311 7.867 -1.625
C19 -0.013 5.845 -1.877
C20 0.721 5.216 -2.856
N1 0.642 3.896 -2.613
N2 -0.106 3.621 -1.530
C21 -0.504 4.808 -1.076
H25 1.275 5.618 -3.689
H26 1.080 3.153 -3.132
H27 -1.121 4.895 -0.195
N3 -2.459 2.362 0.464
H28 -3.042 2.677 -0.307
H29 -2.259 3.164 1.053
H30 -3.009 1.712 1.018
N4 1.515 1.706 3.664
C22 0.528 1.426 2.794
N5 0.759 1.902 1.591
C23 2.013 2.528 1.676
C24 2.770 3.185 0.704
C25 3.989 3.702 1.089
C26 4.459 3.578 2.408
C27 3.721 2.934 3.378
C28 2.492 2.416 2.981
H31 1.525 1.459 4.640
H32 -0.351 0.869 3.082
H33 2.407 3.297 -0.311
H34 4.600 4.221 0.362
H35 5.421 4.001 2.666
H36 4.080 2.841 4.395

Its net charge is +2. For the molecular weight, the calculation gives 904.93 Da. The multiplicity is 1. For the orbital gap, the calculation gives 8.9 eV.

=====

# 2
2 unconnected molecules or ions with the total composition C28H36O4 in a non-equilibrium geometry. Source: OMol25; level of theory: wB97M-V/def2-TZVPD.

CARTESIAN COORDINATES (ANGSTROEM)
C1 1.562 1.674 4.103
C2 1.753 2.088 2.671
O1 1.474 0.958 1.830
C3 1.570 1.313 0.532
C4 1.583 0.271 -0.492
C5 2.075 0.705 -1.847
C6 1.306 1.922 -2.393
C7 1.843 2.368 -3.745
C8 3.343 2.673 -3.709
C9 4.175 1.571 -3.061
C10 3.580 1.058 -1.755
C11 1.792 -1.127 -0.153
O2 1.940 -1.984 -1.028
O3 1.706 -1.443 1.160
C12 2.073 -2.804 1.422
C13 1.941 -3.034 2.898
O4 1.681 2.520 0.258
H1 1.670 2.547 4.751
H2 0.565 1.254 4.264
H3 2.308 0.940 4.423
H4 1.064 2.907 2.432
H5 2.788 2.412 2.484
H6 1.939 -0.161 -2.509
H7 0.232 1.685 -2.449
H8 1.431 2.712 -1.636
H9 1.653 1.573 -4.479
H10 1.275 3.243 -4.076
H11 3.691 2.850 -4.732
H12 3.497 3.607 -3.154
H13 4.290 0.732 -3.755
H14 5.180 1.951 -2.859
H15 3.657 1.827 -0.974
H16 4.116 0.168 -1.399
H17 1.420 -3.480 0.860
H18 3.110 -2.936 1.086
H19 2.180 -4.074 3.119
H20 2.641 -2.408 3.455
H21 0.928 -2.836 3.257
C14 -2.715 -3.211 4.817
C15 -2.449 -2.637 3.461
C16 -1.705 -3.361 2.519
C17 -1.329 -2.782 1.321
C18 -1.689 -1.450 0.994
C19 -1.345 -0.921 -0.294
C20 -2.285 -0.296 -1.146
C21 -1.953 -0.152 -2.530
C22 -2.784 0.543 -3.388
C23 -3.936 1.179 -2.899
C24 -4.704 2.127 -3.757
C25 -4.350 0.930 -1.587
C26 -3.594 0.133 -0.752
C27 -2.468 -0.739 1.951
C28 -2.860 -1.339 3.139
H22 -3.456 -2.604 5.346
H23 -3.092 -4.239 4.768
H24 -1.796 -3.230 5.424
H25 -1.429 -4.394 2.743
H26 -0.806 -3.375 0.563
H27 -0.438 -1.277 -0.772
H28 -1.037 -0.626 -2.896
H29 -2.530 0.633 -4.443
H30 -5.388 2.712 -3.134
H31 -4.024 2.807 -4.285
H32 -5.311 1.619 -4.517
H33 -5.280 1.388 -1.242
H34 -4.003 -0.152 0.215
H35 -2.776 0.283 1.736
H36 -3.500 -0.813 3.848

For the molecular weight, the calculation gives 436.59 Da. For the energy above the lowest of the compared OMol25 structures with the same formula, charge and spin, the calculation gives 76.1 kcal per mole. The multiplicity is 1. For the orbital gap, the calculation gives 4.3 eV.

=====

# 3
A molecular structure, C28H37BClCoF4N2OSb in a non-equilibrium geometry. Source: OMol25; level of theory: wB97M-V/def2-TZVPD.

CARTESIAN COORDINATES (ANGSTROEM)
Co1 0.120 -0.641 -1.964
Cl1 5.909 3.583 -2.771
C1 4.705 2.378 -2.512
C2 5.098 1.063 -2.213
C3 4.152 0.093 -1.988
C4 2.782 0.399 -2.041
O1 1.885 -0.500 -1.772
C5 2.383 1.735 -2.377
C6 1.018 2.084 -2.453
N1 0.017 1.264 -2.222
C7 -1.303 1.741 -2.217
C8 -1.727 3.056 -2.136
C9 -3.096 3.353 -2.136
C10 -4.048 2.374 -2.254
C11 -3.659 1.023 -2.351
C12 -4.550 -0.062 -2.506
C13 -4.048 -1.332 -2.597
C14 -2.671 -1.553 -2.477
N2 -1.809 -0.566 -2.298
C15 -2.283 0.715 -2.284
C16 3.379 2.705 -2.605
H1 6.150 0.819 -2.157
H2 4.438 -0.928 -1.774
H3 0.778 3.105 -2.741
H4 -1.015 3.864 -2.048
H5 -3.405 4.386 -2.043
H6 -5.100 2.624 -2.269
H7 -5.615 0.121 -2.565
H8 -4.700 -2.181 -2.747
H9 -2.261 -2.554 -2.515
H10 3.089 3.721 -2.845
F1 0.048 -2.464 -1.744
B1 -0.151 -4.317 -1.884
F2 1.129 -4.675 -1.777
F3 -0.941 -4.479 -0.805
F4 -0.741 -4.352 -3.085
C17 1.695 -1.897 3.447
C18 1.690 -1.882 1.930
C19 3.029 -1.440 1.362
C20 1.280 -3.225 1.350
Sb1 0.160 -0.388 1.141
C21 0.671 1.682 1.932
C22 -0.486 2.622 1.628
C23 1.916 2.127 1.179
C24 0.943 1.589 3.424
C25 -1.919 -0.961 1.848
C26 -1.867 -1.232 3.343
C27 -2.289 -2.216 1.074
C28 -2.872 0.178 1.516
H11 2.437 -2.635 3.770
H12 0.734 -2.198 3.862
H13 1.978 -0.938 3.877
H14 3.774 -2.206 1.595
H15 3.375 -0.501 1.797
H16 2.981 -1.344 0.277
H17 2.066 -3.955 1.570
H18 1.173 -3.182 0.267
H19 0.353 -3.599 1.786
H20 -0.836 2.523 0.598
H21 -0.142 3.653 1.764
H22 -1.324 2.467 2.304
H23 1.710 2.258 0.119
H24 2.743 1.424 1.286
H25 2.247 3.092 1.577
H26 0.138 1.096 3.971
H27 1.042 2.602 3.828
H28 1.876 1.062 3.624
H29 -1.287 -2.128 3.564
H30 -2.887 -1.401 3.704
H31 -1.453 -0.395 3.907
H32 -1.602 -3.041 1.260
H33 -2.312 -2.036 0.002
H34 -3.290 -2.540 1.381
H35 -2.739 1.026 2.184
H36 -3.899 -0.181 1.642
H37 -2.766 0.518 0.484

Its net charge is +1. For the molecular weight, the calculation gives 720.57 Da. For the energy above the lowest of the compared OMol25 structures with the same formula, charge and spin, the calculation gives 12.1 kcal per mole. The multiplicity is 5. For the orbital gap (spin up / spin down), the calculation gives 7.0 / 5.5 eV. Its expectation value of S² is 6.02.

=====

# 4
A molecular structure, C28H37BrFGeO5S5TeY. Source: OMol25; level of theory: wB97M-V/def2-TZVPD.

CARTESIAN COORDINATES (ANGSTROEM)
Y1 0.373 0.755 2.258
C1 -3.818 3.112 -4.762
C2 -4.227 2.404 -3.470
C3 -5.262 3.285 -2.756
C4 -4.887 1.070 -3.848
C5 -3.035 2.150 -2.549
C6 -3.229 1.544 -1.315
C7 -2.154 1.308 -0.488
Br1 -2.460 0.426 1.173
C8 -0.812 1.646 -0.779
O1 0.145 1.377 0.041
C9 -0.625 2.264 -2.055
C10 -1.721 2.487 -2.878
C11 0.778 2.704 -2.479
C12 1.758 1.524 -2.415
C13 1.237 3.825 -1.538
C14 0.811 3.248 -3.909
H1 -4.703 3.280 -5.384
H2 -3.110 2.515 -5.340
H3 -3.359 4.081 -4.558
H4 -6.120 3.478 -3.407
H5 -4.818 4.241 -2.472
H6 -5.628 2.809 -1.845
H7 -5.757 1.235 -4.491
H8 -5.218 0.529 -2.960
H9 -4.179 0.431 -4.379
H10 -4.217 1.244 -0.986
H11 -1.539 2.959 -3.832
H12 1.797 1.098 -1.416
H13 2.764 1.858 -2.686
H14 1.457 0.740 -3.118
H15 1.211 3.498 -0.503
H16 0.576 4.691 -1.629
H17 2.257 4.137 -1.785
H18 0.479 2.503 -4.638
H19 1.840 3.522 -4.154
H20 0.194 4.144 -4.023
S1 0.068 3.583 2.347
S2 2.094 3.989 2.204
S3 3.095 2.421 1.307
S4 3.087 1.039 2.883
F1 1.069 -1.026 1.287
C15 -2.579 -4.890 3.249
Te1 -1.487 -3.088 3.698
C16 -3.221 -2.150 4.512
H21 -2.816 -5.445 4.155
H22 -1.957 -5.509 2.603
H23 -3.498 -4.637 2.721
H24 -4.064 -2.321 3.843
H25 -2.998 -1.088 4.577
H26 -3.441 -2.534 5.507
O2 1.040 1.150 5.139
S5 0.421 -0.160 4.980
O3 1.347 -1.033 4.170
O4 -0.769 0.061 4.000
O5 -0.062 -0.797 6.179
Ge1 3.009 -1.352 2.311
C17 3.881 -1.179 0.548
C18 3.231 -1.370 -0.670
C19 3.916 -1.245 -1.873
C20 5.265 -0.921 -1.882
C21 5.925 -0.713 -0.678
C22 5.235 -0.841 0.520
C23 2.248 -3.164 2.490
C24 1.459 -3.806 1.538
C25 1.043 -5.118 1.726
C26 1.394 -5.808 2.878
C27 2.174 -5.179 3.838
C28 2.597 -3.872 3.637
H27 4.186 -1.480 3.327
H28 2.170 -1.580 -0.677
H29 3.383 -1.380 -2.807
H30 5.795 -0.814 -2.821
H31 6.974 -0.440 -0.670
H32 5.756 -0.656 1.455
H33 1.142 -3.269 0.656
H34 0.422 -5.595 0.975
H35 1.049 -6.824 3.033
H36 2.436 -5.697 4.754
H37 3.186 -3.381 4.404

Its net charge is -2. For the molecular weight, the calculation gives 1001.95 Da. For the energy above the lowest of the compared OMol25 structures with the same formula, charge and spin, the calculation gives 30.4 kcal per mole. The multiplicity is 1. For the orbital gap, the calculation gives 5.8 eV.

=====

# 5
A molecular structure, C28H37Cl2CrN6O10PS in a non-equilibrium geometry. Source: OMol25; level of theory: wB97M-V/def2-TZVPD.

CARTESIAN COORDINATES (ANGSTROEM)
Cr1 0.885 -1.008 1.273
C1 1.888 -2.645 2.580
C2 1.488 -3.154 1.317
C3 2.366 -2.628 0.355
C4 3.346 -1.803 1.038
C5 3.086 -1.858 2.386
C6 3.889 -1.225 3.469
C7 4.477 -1.072 0.394
C8 2.529 -3.244 -0.993
C9 0.565 -4.307 1.074
C10 1.347 -3.102 3.892
H1 4.694 -1.898 3.778
H2 3.288 -1.012 4.352
H3 4.337 -0.291 3.138
H4 5.417 -1.618 0.508
H5 4.616 -0.091 0.854
H6 4.316 -0.936 -0.677
H7 3.159 -2.652 -1.655
H8 1.582 -3.415 -1.497
H9 3.017 -4.216 -0.857
H10 1.159 -5.210 0.908
H11 -0.056 -4.155 0.191
H12 -0.093 -4.478 1.920
H13 1.583 -2.404 4.695
H14 1.799 -4.064 4.151
H15 0.265 -3.235 3.849
N1 -1.140 2.995 1.213
C11 0.147 3.693 0.850
P1 1.020 2.519 -0.275
O1 0.849 2.976 -1.693
O2 0.515 1.208 0.225
C12 2.827 2.635 -0.030
N2 3.372 2.724 -1.428
H16 -1.933 3.306 0.649
H17 -1.360 3.098 2.208
H18 -0.965 1.985 1.017
H19 0.695 3.866 1.779
H20 -0.068 4.626 0.339
H21 3.214 1.748 0.471
H22 3.122 3.518 0.535
H23 4.367 2.945 -1.446
H24 2.810 3.420 -1.941
H25 3.185 1.856 -1.948
O3 -1.802 -2.577 2.314
C13 -1.873 -1.931 1.287
O4 -0.906 -1.417 0.596
C14 -3.202 -1.507 0.726
C15 -4.376 -2.165 1.068
C16 -5.572 -1.650 0.607
C17 -5.658 -0.487 -0.137
C18 -4.467 0.147 -0.420
C19 -3.244 -0.348 -0.031
N3 -4.499 1.447 -1.126
O5 -5.471 1.707 -1.789
O6 -3.537 2.181 -0.976
N4 -6.833 -2.348 0.958
O7 -7.868 -1.809 0.641
O8 -6.735 -3.404 1.535
H26 -4.353 -3.054 1.683
H27 -6.609 -0.090 -0.460
H28 -2.329 0.166 -0.292
N5 2.588 0.361 -3.125
C20 1.171 0.223 -3.112
S1 0.451 -0.878 -2.117
N6 0.583 1.091 -3.944
C21 -0.791 1.426 -4.086
C22 -1.068 2.714 -4.532
C23 -2.378 3.120 -4.715
C24 -3.421 2.239 -4.458
C25 -3.133 0.952 -4.032
C26 -1.822 0.533 -3.842
H29 2.981 -0.477 -2.710
H30 2.962 0.470 -4.063
H31 1.196 1.802 -4.316
H32 -0.255 3.405 -4.727
H33 -2.582 4.124 -5.062
H34 -4.447 2.550 -4.598
H35 -3.940 0.251 -3.854
H36 -1.609 -0.478 -3.526
Cl1 -0.255 2.835 4.226
C27 0.654 1.379 3.810
Cl2 -0.468 0.168 3.129
C28 1.814 1.621 2.815
O9 2.256 2.759 2.727
O10 2.205 0.580 2.220
H37 1.036 0.969 4.741

Its net charge is +1. For the molecular weight, the calculation gives 803.58 Da. For the energy above the lowest of the compared OMol25 structures with the same formula, charge and spin, the calculation gives 60.5 kcal per mole. The multiplicity is 4. For the orbital gap (spin up / spin down), the calculation gives 6.9 / 7.9 eV. Its expectation value of S² is 4.14.

=====

# 6
5 unconnected molecules or ions with the total composition C28H37FN2O15S2 in a non-equilibrium geometry. Source: OMol25; level of theory: wB97M-V/def2-TZVPD.

CARTESIAN COORDINATES (ANGSTROEM)
C1 4.596 0.742 -1.315
C2 3.701 0.041 -0.189
F1 4.337 0.177 1.098
C3 2.185 0.532 -0.120
C4 1.106 -0.523 0.331
S1 1.499 -2.285 0.766
C5 1.567 -3.197 -0.873
O1 2.794 -2.419 1.532
O2 0.369 -2.923 1.569
C6 -0.424 -0.113 0.477
C7 -0.952 1.325 0.150
C8 -2.519 1.559 0.310
C9 -3.313 0.474 -0.779
C10 -4.834 -0.053 -0.234
O3 -4.554 1.008 -1.439
C11 0.108 2.385 -0.303
N1 -0.200 3.758 -0.641
S2 1.350 4.411 -1.022
N2 2.456 3.106 -0.807
C12 1.653 1.972 -0.415
H1 4.376 0.368 -2.384
H2 5.689 0.407 -1.109
H3 4.611 1.882 -1.287
H4 3.705 -1.092 -0.432
H5 0.500 -3.178 -1.322
H6 1.981 -4.253 -0.757
H7 2.216 -2.524 -1.556
H8 -1.195 -0.890 0.841
H9 -2.852 1.230 1.351
H10 -2.879 2.603 0.018
H11 -2.622 -0.323 -1.364
H12 -5.776 -0.246 -0.837
H13 -4.436 -1.142 -0.457
C13 -3.117 -5.947 -3.219
C14 -2.926 -4.495 -2.832
C15 -3.640 -3.537 -3.739
O4 -2.823 -2.375 -3.667
C16 -1.563 -2.802 -3.380
O5 -0.580 -2.120 -3.466
O6 -1.562 -4.108 -2.988
H14 -2.716 -6.601 -2.441
H15 -4.174 -6.187 -3.358
H16 -2.573 -6.184 -4.137
H17 -3.208 -4.341 -1.785
H18 -4.653 -3.321 -3.398
H19 -3.679 -3.870 -4.782
C17 -6.088 4.604 3.331
C18 -5.926 3.125 3.047
C19 -6.426 2.248 4.156
O7 -5.601 1.097 4.036
C20 -4.433 1.513 3.479
O8 -3.428 0.856 3.439
O9 -4.546 2.774 2.978
H20 -5.860 5.188 2.435
H21 -7.107 4.841 3.645
H22 -5.389 4.935 4.105
H23 -6.394 2.868 2.091
H24 -7.479 1.985 4.034
H25 -6.281 2.678 5.153
C21 8.714 0.414 -5.620
C22 7.757 0.481 -4.448
C23 6.313 0.494 -4.858
O10 5.697 1.226 -3.805
C24 6.652 2.059 -3.303
O11 6.431 2.974 -2.561
O12 7.892 1.721 -3.758
H26 9.734 0.244 -5.264
H27 8.450 -0.395 -6.305
H28 8.728 1.359 -6.170
H29 7.964 -0.330 -3.740
H30 5.894 -0.511 -4.928
H31 6.132 1.022 -5.800
C25 1.111 -0.903 4.661
C26 0.191 -0.158 5.608
C27 -0.944 0.534 4.913
O13 -1.205 1.639 5.769
C28 -0.033 1.927 6.400
O14 0.173 2.932 7.021
O15 0.878 0.927 6.230
H32 1.818 -1.516 5.226
H33 0.549 -1.557 3.990
H34 1.708 -0.207 4.065
H35 -0.171 -0.831 6.394
H36 -1.824 -0.103 4.824
H37 -0.680 0.916 3.921

For the molecular weight, the calculation gives 724.74 Da. The multiplicity is 1. As for the structure (SMILES): C[C@@H](F)c1c(S(C)(=O)=O)cc(C[C@H]2CO2)c2nsnc12.C[C@@H]1COC(=O)O1.C[C@@H]1COC(=O)O1.C[C@@H]1COC(=O)O1.C[C@@H]1COC(=O)O1. For the orbital gap, the calculation gives 7.0 eV.